Below is a 12-piece molecular cluster, C39H68N4O19 overall, with properties calculated with the ωB97M-V functional and the def2-TZVPD basis.

Output
Orbital gap in Ha: 0.26799
Relative energy (zero: lowest compared OMol25 entry of this formula, charge and spin) in kJ/mol: 446.0
Multiplicity: 1
E in Eh: -3174.30302
Lowest unoccupied orbital energy in eV: -2.21

Each line ends with the Löwdin charge.
CARTESIAN COORDINATES (ANGSTROEM)
C (5.5000, 46.9770, 52.6330)  0.01
C (4.3490, 46.6990, 53.2340)  -0.38
O (4.1320, 46.6290, 54.4760)  0.12
N (3.1280, 46.3860, 52.4300)  0.15
H (2.4050, 46.9490, 52.5020)  0.11
H (3.1720, 46.2090, 51.4170)  0.12
C (2.3500, 45.1830, 52.7710)  0.02
H (6.0710, 47.8510, 52.7360)  0.12
H (5.3290, 46.7950, 51.5390)  0.10
H (6.1150, 46.1300, 52.9880)  0.15
H (2.1110, 44.9720, 53.8140)  0.14
H (2.8300, 44.4990, 52.3720)  -0.02
H (1.4070, 45.1210, 52.4920)  0.07
C (6.4590, 46.0380, 48.3490)  0.05
C (5.4400, 45.2940, 47.5620)  -0.35
O (5.7450, 44.5180, 46.6680)  0.12
N (4.1040, 45.0090, 48.1910)  0.06
H (4.1120, 44.2360, 48.7000)  0.04
H (3.8560, 45.7990, 48.8140)  0.10
C (2.9590, 44.8980, 47.2650)  0.03
H (7.4730, 46.0230, 47.8930)  0.12
H (6.5370, 45.4770, 49.3360)  0.10
H (6.0170, 47.0250, 48.4460)  0.07
H (2.0140, 45.1640, 47.8280)  0.10
H (3.0870, 43.8080, 46.8520)  0.12
H (3.3870, 45.6370, 46.4480)  0.15
N (3.5520, 48.1660, 49.3320)  -0.46
O (4.2320, 48.7930, 50.1230)  0.07
O (2.9930, 47.0810, 49.6690)  -0.07
O (3.7410, 48.2100, 48.0730)  -0.13
N (5.0440, 43.2460, 50.7800)  -0.45
O (4.7470, 44.5030, 51.0100)  -0.07
O (5.7560, 42.6200, 51.5680)  0.01
O (4.3930, 42.6360, 49.8540)  -0.10
C (3.3140, 40.1620, 44.1250)  -0.04
C (2.2500, 41.2490, 44.4540)  -0.46
C (1.7020, 41.1880, 45.8170)  -0.12
O (2.7570, 42.6750, 44.3980)  -0.06
H (3.3400, 40.3990, 43.0540)  0.08
H (2.7890, 39.3310, 44.4850)  0.05
H (4.3130, 40.3240, 44.7150)  0.12
H (1.1880, 41.1330, 43.7540)  0.20
H (2.4470, 41.3680, 46.7130)  0.10
H (1.0550, 40.3620, 45.9690)  0.06
H (1.0350, 42.1810, 45.8130)  0.09
H (3.0350, 42.8990, 43.5710)  0.02
C (8.6420, 43.7600, 43.1700)  -0.10
C (7.1140, 43.8580, 43.1630)  -0.51
C (6.6020, 44.5020, 41.7820)  -0.08
O (6.7170, 42.4800, 43.1070)  -0.16
H (9.1540, 44.7230, 43.1860)  0.05
H (8.9580, 43.2560, 42.2680)  0.07
H (9.1560, 43.2870, 44.2170)  0.13
H (6.6680, 44.5520, 43.9380)  0.12
H (7.2310, 45.5950, 41.5260)  0.15
H (5.4960, 44.5740, 41.9030)  0.05
H (6.6280, 43.7740, 40.8950)  0.08
H (7.1940, 41.8930, 43.9510)  0.14
C (10.3070, 44.3620, 50.3640)  -0.08
C (9.4020, 44.0320, 51.4940)  -0.51
C (9.4970, 45.0120, 52.6760)  -0.03
O (8.0630, 44.1590, 50.9560)  -0.15
H (9.7370, 45.1530, 49.9480)  0.04
H (10.2080, 43.4780, 49.5510)  0.12
H (11.4310, 44.7530, 50.7680)  0.16
H (9.5690, 42.9680, 51.8080)  0.14
H (10.3720, 44.9360, 53.4010)  0.12
H (8.8570, 44.8610, 53.2570)  -0.07
H (9.4110, 46.0110, 52.2770)  0.09
H (7.4220, 43.4530, 51.4760)  0.13
C (-1.2510, 43.2050, 46.7550)  -0.07
C (-1.8610, 44.1400, 47.6930)  -0.53
C (-3.0240, 43.6700, 48.5400)  -0.04
O (-0.9030, 44.7110, 48.6050)  -0.11
H (-1.8350, 43.1790, 45.8240)  0.09
H (-1.1450, 42.1520, 47.2410)  0.10
H (-0.2040, 43.5520, 46.4880)  0.08
H (-2.3540, 44.7950, 47.0480)  0.10
H (-2.9660, 42.6960, 48.8420)  0.03
H (-3.9540, 43.8280, 48.0190)  0.08
H (-3.1800, 44.2530, 49.4750)  0.10
H (-0.1580, 45.3170, 48.1480)  0.11
C (7.4180, 52.1480, 48.8840)  -0.02
C (6.1060, 51.3970, 48.4640)  -0.51
C (5.3030, 51.9420, 47.2780)  -0.03
O (6.3230, 50.0750, 48.2280)  -0.07
H (8.2380, 51.7870, 48.2730)  0.07
H (7.5140, 52.1990, 49.8980)  0.02
H (7.2720, 53.3390, 48.6380)  0.13
H (5.5090, 51.4230, 49.3780)  0.12
H (5.7720, 51.9410, 46.3000)  0.10
H (5.2130, 52.9830, 47.4580)  0.07
H (4.3930, 51.5820, 47.1630)  -0.01
H (5.4060, 49.6690, 48.2100)  0.07
C (2.6760, 40.9820, 49.4510)  0.07
C (2.2670, 39.6280, 49.0700)  0.05
C (0.8230, 39.3480, 49.0320)  -0.42
O (0.4180, 38.2480, 48.5290)  0.05
C (-0.0250, 40.3590, 49.5710)  -0.02
C (0.3730, 41.5750, 50.1150)  0.01
C (1.7500, 42.0290, 50.1650)  -0.32
O (2.2150, 43.0420, 50.6650)  0.08
H (3.6240, 41.0800, 49.4940)  -0.01
H (3.0560, 38.8340, 48.6950)  0.16
H (-1.2110, 40.1490, 49.6720)  0.17
H (-0.5420, 41.9800, 50.7850)  0.17
C (9.2920, 39.3510, 48.4520)  0.03
C (9.1680, 39.6480, 47.0310)  0.09
C (8.2690, 40.8020, 46.4670)  -0.37
O (8.0740, 41.0890, 45.2960)  0.05
C (7.5900, 41.5470, 47.5710)  0.04
C (7.7640, 41.2790, 48.9590)  0.05
C (8.6150, 40.1500, 49.4370)  -0.39
O (8.8150, 40.0090, 50.6690)  0.08
H (9.8950, 38.5670, 48.7810)  0.09
H (9.7610, 39.2590, 46.0560)  0.16
H (7.0240, 42.4760, 47.1320)  0.13
H (7.1260, 41.8340, 49.6820)  0.09
C (1.9320, 48.3830, 46.8280)  0.06
C (2.5110, 49.7080, 46.5480)  0.11
C (1.6140, 50.7480, 45.8750)  -0.40
O (1.9360, 51.9050, 45.5930)  0.08
C (0.2160, 50.4120, 45.6140)  0.09
C (-0.2550, 48.9600, 45.8140)  0.10
C (0.5600, 47.9840, 46.4980)  -0.40
O (0.0730, 46.9360, 46.8910)  0.08
H (2.5160, 47.7550, 47.5220)  0.02
H (3.4330, 49.9880, 46.9200)  0.04
H (-0.5920, 51.1810, 45.0710)  0.18
H (-1.0500, 48.7310, 45.5020)  -0.02

=====

Below is a 2-piece molecular cluster, C11H8 overall, with properties calculated with the ωB97M-V functional and the def2-TZVPD basis.

Output
Orbital gap (alpha / beta) in Ha: 0.27382 / 0.22088
Relative energy (zero: lowest compared OMol25 entry of this formula, charge and spin) in kJ/mol: 557.2
Multiplicity: 1
E in Eh: -423.64342
Lowest unoccupied orbital energy (alpha / beta) in eV: -1.81 / -2.07

Each line ends with the natural charge from an NBO analysis.
CARTESIAN COORDINATES (ANGSTROEM)
C (-0.2537, 1.5749, -3.1578)  -0.11
C (-0.6424, -2.1019, -1.7936)  -0.10
C (0.2766, 0.7775, -2.4175)  -0.08
C (-1.3427, -3.0448, -2.1370)  -0.49
C (-0.0875, 0.5868, 2.8156)  -0.15
C (-1.0252, 0.9752, 1.8150)  -0.22
C (1.1292, 0.0198, 2.4246)  -0.23
C (-0.7031, 0.8178, 0.4777)  -0.13
C (1.3989, -0.1504, 1.1162)  -0.13
C (0.5191, 0.2671, 0.0489)  -0.12
C (0.9101, 0.1130, -1.3390)  -0.04
H (-0.7144, 2.1436, -3.8347)  0.22
H (-1.7367, -4.0137, -2.2127)  0.22
H (-0.1559, 0.8218, 3.9409)  0.22
H (-2.0309, 1.2024, 1.9693)  0.22
H (1.7504, -0.1463, 3.2293)  0.22
H (-1.4436, 1.2089, -0.1603)  0.22
H (2.3299, -0.5048, 0.7969)  0.21
H (1.8218, -0.5468, -1.5820)  0.26

=====

Below is one molecule with the formula CH2ClNO2, with properties calculated with the ωB97M-V functional and the def2-TZVPD basis.

Output
Orbital gap in Ha: 0.39959
Relative energy (zero: lowest compared OMol25 entry of this formula, charge and spin) in kJ/mol: 140.7
Multiplicity: 1
E in Eh: -704.66685
Lowest unoccupied orbital energy in eV: 0.65

Each line ends with the natural charge from an NBO analysis.
CARTESIAN COORDINATES (ANGSTROEM)
N (0.0651, 0.0749, -0.2958)  -0.50
O (-1.2817, 0.1192, -0.6424)  -0.41
C (-2.3276, -0.0539, 0.3977)  0.68
O (-2.1694, -0.4378, 1.4855)  -0.52
Cl (-3.8686, 0.1874, -0.2180)  0.04
H (0.3291, -0.9250, -0.1607)  0.36
H (0.1809, 0.7267, 0.5165)  0.36

=====

Below is one molecule with the formula C11H22N6O4, with properties calculated with the ωB97M-V functional and the def2-TZVPD basis.

Output
Orbital gap in Ha: 0.34255
Relative energy (zero: lowest compared OMol25 entry of this formula, charge and spin) in kJ/mol: 0.0
Multiplicity: 1
E in Eh: -1061.95030
Lowest unoccupied orbital energy in eV: 0.42

Each line ends with the natural charge from an NBO analysis.
CARTESIAN COORDINATES (ANGSTROEM)
H (-0.0734, -1.8889, 2.4067)  0.35
N (-1.0091, -1.8363, 2.0269)  -0.80
C (-1.0922, -2.6191, 1.0101)  0.60
N (-0.0556, -3.3154, 0.4482)  -0.87
N (-2.3472, -2.8226, 0.4102)  -0.64
C (-2.4558, -2.4460, -0.9961)  -0.21
C (-1.8809, -1.0558, -1.3225)  -0.44
C (-2.6085, 0.0780, -0.5921)  -0.40
C (-1.7012, 1.2401, -0.2072)  -0.15
N (-0.7299, 0.8169, 0.7920)  -0.64
C (0.6070, 0.9888, 0.8363)  0.69
O (1.3012, 0.4851, 1.7267)  -0.66
C (1.2738, 1.9064, -0.2240)  -0.15
N (0.8397, 3.2663, 0.0654)  -0.84
C (2.7856, 1.7422, -0.2003)  -0.40
C (3.3314, 0.4664, -0.8850)  -0.50
C (2.8055, -0.8285, -0.2681)  0.72
N (3.5365, -1.3439, 0.7622)  -0.81
O (1.8022, -1.3821, -0.6978)  -0.66
C (-2.5489, 2.4282, 0.3263)  0.78
O (-3.7462, 2.3416, 0.4743)  -0.58
O (-1.8789, 3.5296, 0.6171)  -0.69
H (0.7818, -2.7525, 0.1926)  0.43
H (-0.3337, -3.9520, -0.3267)  0.38
H (-3.0456, -2.3773, 0.9807)  0.39
H (-3.5270, -2.4686, -1.2436)  0.20
H (-1.9650, -3.1756, -1.6253)  0.19
H (-0.8048, -1.0715, -1.0854)  0.22
H (-1.9655, -0.9155, -2.3936)  0.21
H (-3.0597, -0.2796, 0.3330)  0.21
H (-3.4297, 0.4586, -1.2184)  0.23
H (-1.1639, 1.6350, -1.0884)  0.21
H (-1.0481, 0.0683, 1.4904)  0.46
H (0.8836, 1.6266, -1.2162)  0.21
H (1.1568, 3.8875, -0.6380)  0.37
H (1.2526, 3.5983, 0.9707)  0.38
H (3.1616, 1.7709, 0.8368)  0.23
H (3.2242, 2.6027, -0.7561)  0.21
H (3.0260, 0.4765, -1.9238)  0.23
H (4.4204, 0.4897, -0.8538)  0.22
H (4.1517, -0.7349, 1.2852)  0.40
H (3.0390, -2.0661, 1.3444)  0.41
H (-0.9097, 3.4285, 0.4260)  0.51

=====

For reference, max |F| by record: 16.24; 3.82; 3.55; 1.83 eV/Å.